## P
{"formula": "C3H7O3PS", "method": "ωB97M-V/def2-TZVPD", "symbols": ["C", "C", "C", "O", "O", "O", "P", "S", "H", "H", "H", "H", "H", "H", "H"], "coordinates": [[-0.89, -1.32, -0.92], [-1.27, 0.20, 1.21], [1.20, 0.30, -0.06], [-2.41, 1.23, -0.85], [-3.90, -0.05, 0.63], [-2.32, -1.29, -0.68], [0.04, -0.98, 0.70], [-2.68, 0.16, 0.03], [-0.91, -2.31, -1.35], [-0.79, 1.23, 1.30], [-1.50, -0.01, 2.23], [-0.55, -0.49, -1.49], [0.67, 0.98, -0.72], [1.90, -0.23, -0.76], [1.77, 0.66, 0.75]], "e_lumo_ev": 0.82, "orbital_gap_ev": 10.48, "homo_ev": -9.657, "mol_weight_g_mol": 154.13}


## Q
{"formula": "C3H7O3PS", "method": "ωB97M-V/def2-TZVPD", "symbols": ["C", "C", "C", "O", "O", "O", "P", "S", "H", "H", "H", "H", "H", "H", "H"], "coordinates": [[0.36, 1.39, 0.90], [0.81, 1.16, -2.07], [-1.45, -1.17, 1.55], [-0.77, -0.56, -0.99], [0.96, -1.54, -2.52], [1.09, -1.19, 0.41], [-0.04, -0.23, 0.79], [0.60, -0.46, -1.64], [1.37, 1.56, 0.77], [-0.32, 2.09, 1.51], [0.72, 1.85, -1.24], [1.76, 1.12, -2.66], [-1.14, -1.55, 2.58], [-1.67, -1.90, 0.81], [-2.28, -0.56, 1.81]], "e_lumo_ev": [-1.14, -1.14], "orbital_gap_ev": [7.57, 7.57], "homo_ev": [-8.708, -8.708], "mol_weight_g_mol": 154.13}


The winner here is P, beating the second structure by 270.9 kJ/mol.


## P
{"formula": "C2H3O2Rb", "method": "ωB97M-V/def2-TZVPD", "symbols": ["Rb", "C", "C", "O", "O", "H", "H", "H"], "coordinates": [[-1.65, -1.43, 1.26], [0.77, -0.08, -0.15], [-0.59, 0.59, -0.23], [-1.64, -0.02, -0.11], [-0.64, 1.83, -0.25], [0.88, -1.15, -0.33], [1.38, 0.05, 0.75], [1.48, 0.21, -0.93]], "e_lumo_ev": -0.57, "orbital_gap_ev": 7.37, "homo_ev": -7.938, "mol_weight_g_mol": 144.51}


## Q
{"formula": "C2H3O2Rb", "method": "ωB97M-V/def2-TZVPD", "symbols": ["H", "C", "C", "H", "O", "O", "H", "Rb"], "coordinates": [[-2.74, -0.20, -0.15], [-2.82, 0.54, 0.78], [-4.03, 0.41, 0.59], [-5.10, 0.45, 0.45], [0.01, -0.10, -2.10], [0.52, 1.27, -2.26], [0.79, 1.52, -1.36], [-2.29, 1.21, -2.96]], "e_lumo_ev": -0.79, "orbital_gap_ev": 5.40, "homo_ev": -6.186, "mol_weight_g_mol": 144.51}


The winner here is P, beating the second structure by 526.2 kJ/mol.


## P
{"formula": "C5H5F", "method": "ωB97M-V/def2-TZVPD", "symbols": ["C", "C", "C", "C", "C", "H", "H", "H", "H", "H", "F"], "coordinates": [[-1.85, -1.07, 0.00], [-1.25, 0.30, -0.01], [0.06, 0.55, 0.00], [1.12, -0.43, 0.01], [2.02, -1.24, -0.01], [-1.09, -1.89, 0.01], [-2.46, -1.17, 0.92], [-2.43, -1.21, -0.90], [-1.90, 1.18, 0.00], [2.84, -2.01, 0.04], [0.50, 1.82, 0.00]], "e_lumo_ev": 1.10, "orbital_gap_ev": 10.25, "homo_ev": -9.152, "mol_weight_g_mol": 84.09}


## Q
{"formula": "C5H5F", "method": "ωB97M-V/def2-TZVPD", "symbols": ["C", "C", "C", "C", "C", "H", "H", "H", "H", "H", "F"], "coordinates": [[-1.12, 0.04, 0.30], [-0.23, -1.18, 0.07], [1.05, -0.79, -0.15], [1.12, 0.70, -0.18], [-0.14, 1.21, 0.00], [-1.27, 0.08, 1.35], [-0.55, -2.15, -0.18], [1.90, -1.42, -0.37], [2.00, 1.29, -0.38], [-0.47, 2.23, -0.06], [-2.30, 0.00, -0.40]], "e_lumo_ev": 0.63, "orbital_gap_ev": 9.47, "homo_ev": -8.844, "mol_weight_g_mol": 84.09}


The winner here is Q, beating the second structure by 96.0 kJ/mol.


## P
{"formula": "C3H8OS", "method": "ωB97M-V/def2-TZVPD", "symbols": ["C", "O", "C", "C", "S", "H", "H", "H", "H", "H", "H", "H", "H"], "coordinates": [[1.14, -0.01, 1.47], [1.60, 1.18, 2.22], [-0.08, 0.13, 0.57], [-0.07, -0.78, -0.61], [-1.28, -0.33, -1.93], [0.87, -0.73, 2.24], [2.06, -0.11, 0.89], [0.78, 1.49, 2.63], [-0.16, 1.17, 0.19], [-1.01, 0.17, 1.15], [0.91, -0.75, -1.08], [-0.33, -1.83, -0.41], [-2.08, 0.62, -1.38]], "e_lumo_ev": 0.88, "orbital_gap_ev": 10.05, "homo_ev": -9.168, "mol_weight_g_mol": 92.16}


## Q
{"formula": "C3H8OS", "method": "ωB97M-V/def2-TZVPD", "symbols": ["C", "C", "C", "H", "H", "H", "H", "H", "H", "H", "H", "O", "S"], "coordinates": [[-1.59, -0.94, -0.52], [-1.07, 0.04, 0.50], [0.34, -0.30, 0.92], [-2.04, -1.90, -0.12], [-0.89, -1.34, -1.25], [-2.31, -0.35, -1.08], [-1.73, 0.20, 1.32], [-0.11, 1.64, -0.13], [0.61, 0.39, 1.76], [0.39, -1.44, 1.22], [1.02, 0.61, -1.18], [-1.08, 1.34, -0.21], [1.72, -0.08, -0.27]], "e_lumo_ev": 0.84, "orbital_gap_ev": 10.21, "homo_ev": -9.372, "mol_weight_g_mol": 92.16}


The winner here is Q, beating the second structure by 9.4 kJ/mol.


## P
{"formula": "C32H22F12NO2RhTe", "method": "ωB97M-V/def2-TZVPD", "symbols": ["Rh", "C", "C", "C", "C", "C", "N", "C", "C", "C", "C", "C", "C", "C", "C", "O", "C", "F", "F", "F", "C", "F", "F", "F", "C", "C", "C", "O", "C", "F", "F", "F", "C", "F", "F", "F", "H", "H", "H", "H", "H", "H", "H", "H", "H", "H", "H", "H", "Te", "C", "C", "C", "C", "C", "C", "C", "C", "C", "C", "C", "C", "H", "H", "H", "H", "H", "H", "H", "H", "H", "H"], "coordinates": [[0.30, -0.02, 1.09], [-6.35, 1.55, 0.32], [-4.86, 1.49, 0.14], [-4.09, 2.64, 0.04], [-2.72, 2.56, -0.12], [-2.08, 1.32, -0.16], [-0.67, 1.32, -0.28], [-0.12, 1.85, -1.39], [-0.91, 2.03, -2.56], [-0.39, 2.60, -3.70], [0.93, 3.03, -3.72], [1.52, 3.66, -4.95], [1.72, 2.83, -2.59], [1.27, 2.22, -1.44], [2.21, 2.03, -0.23], [2.03, 0.90, 0.51], [2.04, 3.27, 0.69], [0.82, 3.27, 1.25], [2.18, 4.43, 0.05], [2.93, 3.26, 1.70], [3.71, 1.95, -0.69], [4.21, 3.13, -1.10], [4.49, 1.52, 0.30], [3.83, 1.08, -1.71], [-2.82, 0.14, -0.01], [-4.20, 0.26, 0.11], [-2.16, -1.26, -0.01], [-0.80, -1.29, -0.05], [-2.59, -2.00, 1.28], [-2.33, -1.20, 2.35], [-1.90, -3.12, 1.47], [-3.89, -2.32, 1.35], [-2.62, -2.04, -1.28], [-2.26, -1.34, -2.37], [-3.95, -2.23, -1.35], [-2.04, -3.23, -1.35], [-6.75, 2.51, -0.02], [-6.62, 1.42, 1.37], [-6.84, 0.76, -0.25], [-4.57, 3.62, 0.06], [-2.12, 3.45, -0.21], [-1.93, 1.68, -2.55], [-1.02, 2.71, -4.58], [0.75, 4.19, -5.53], [1.94, 2.89, -5.60], [2.31, 4.36, -4.71], [2.74, 3.18, -2.64], [-4.80, -0.63, 0.18], [1.18, 0.74, 3.54], [-0.21, 2.24, 4.05], [-1.56, 2.09, 3.76], [-2.44, 3.11, 4.09], [-1.98, 4.27, 4.68], [-0.63, 4.42, 4.95], [0.26, 3.41, 4.63], [0.63, -0.64, 5.03], [1.37, -0.66, 6.20], [1.03, -1.55, 7.22], [-0.04, -2.42, 7.05], [-0.77, -2.40, 5.87], [-0.44, -1.51, 4.86], [-1.93, 1.19, 3.28], [-3.50, 2.99, 3.87], [-2.67, 5.07, 4.93], [-0.26, 5.33, 5.41], [1.32, 3.53, 4.84], [2.21, 0.01, 6.34], [1.61, -1.57, 8.13], [-0.30, -3.11, 7.84], [-1.60, -3.08, 5.74], [-1.00, -1.52, 3.94]], "s2": 6.052, "e_lumo_ev": [0.46, -1.95], "orbital_gap_ev": [8.46, 7.00], "homo_ev": [-7.999, -8.951], "mol_weight_g_mol": 911.02, "multiplicity": 5}


## Q
{"formula": "C32H22F12NO2RhTe", "method": "ωB97M-V/def2-TZVPD", "symbols": ["Rh", "C", "C", "C", "C", "C", "N", "C", "C", "C", "C", "C", "C", "C", "C", "O", "C", "F", "F", "F", "C", "F", "F", "F", "C", "C", "C", "O", "C", "F", "F", "F", "C", "F", "F", "F", "H", "H", "H", "H", "H", "H", "H", "H", "H", "H", "H", "H", "Te", "C", "C", "C", "C", "C", "C", "C", "C", "C", "C", "C", "C", "H", "H", "H", "H", "H", "H", "H", "H", "H", "H"], "coordinates": [[-0.01, 0.73, -0.33], [-0.42, -6.52, -0.07], [0.00, -5.08, 0.02], [1.05, -4.68, 0.83], [1.41, -3.35, 0.89], [0.72, -2.35, 0.17], [1.16, -1.07, 0.26], [2.51, -0.82, 0.43], [3.45, -1.57, -0.29], [4.80, -1.29, -0.21], [5.26, -0.27, 0.61], [6.72, 0.05, 0.71], [4.32, 0.48, 1.32], [2.96, 0.26, 1.23], [1.92, 1.11, 1.98], [0.98, 1.66, 1.15], [1.23, 0.23, 3.10], [2.01, -0.81, 3.45], [0.07, -0.28, 2.66], [0.96, 0.90, 4.22], [2.57, 2.34, 2.67], [1.66, 3.16, 3.19], [3.41, 1.99, 3.67], [3.28, 3.06, 1.78], [-0.43, -2.75, -0.60], [-0.71, -4.10, -0.68], [-1.30, -1.74, -1.38], [-1.51, -0.55, -0.76], [-0.65, -1.49, -2.77], [0.48, -0.75, -2.62], [-1.44, -0.81, -3.59], [-0.28, -2.62, -3.40], [-2.75, -2.29, -1.62], [-2.80, -3.26, -2.56], [-3.25, -2.80, -0.49], [-3.57, -1.33, -2.03], [0.42, -7.18, 0.13], [-0.82, -6.75, -1.05], [-1.19, -6.74, 0.67], [1.60, -5.41, 1.42], [2.22, -3.04, 1.54], [3.10, -2.36, -0.95], [5.51, -1.87, -0.80], [7.33, -0.80, 0.43], [6.99, 0.35, 1.73], [6.98, 0.88, 0.05], [4.70, 1.26, 1.96], [-1.53, -4.44, -1.30], [-2.15, 2.66, -0.91], [-2.38, 4.67, -0.29], [-2.44, 5.69, -1.24], [-2.56, 7.01, -0.82], [-2.62, 7.31, 0.53], [-2.55, 6.29, 1.47], [-2.43, 4.97, 1.07], [-4.16, 2.05, -0.97], [-4.82, 1.72, 0.21], [-6.14, 1.27, 0.16], [-6.78, 1.13, -1.07], [-6.11, 1.45, -2.24], [-4.80, 1.91, -2.20], [-2.39, 5.45, -2.29], [-2.61, 7.80, -1.56], [-2.72, 8.34, 0.85], [-2.59, 6.52, 2.53], [-2.36, 4.18, 1.80], [-4.32, 1.81, 1.16], [-6.65, 1.02, 1.07], [-7.80, 0.77, -1.11], [-6.60, 1.34, -3.20], [-4.27, 2.15, -3.11]], "s2": 6.051, "e_lumo_ev": [0.51, -2.18], "orbital_gap_ev": [8.10, 6.08], "homo_ev": [-7.597, -8.255], "mol_weight_g_mol": 911.02, "multiplicity": 5}


The winner here is P, beating the second structure by 53.7 kJ/mol.


## P
{"formula": "C22H33N11", "method": "ωB97M-V/def2-TZVPD", "symbols": ["C", "C", "N", "H", "H", "H", "C", "C", "N", "H", "H", "H", "C", "C", "N", "H", "H", "H", "C", "C", "N", "H", "H", "H", "C", "C", "N", "H", "H", "H", "C", "C", "N", "H", "H", "H", "C", "C", "N", "H", "H", "H", "C", "C", "N", "H", "H", "H", "C", "C", "N", "H", "H", "H", "C", "C", "N", "H", "H", "H", "C", "C", "N", "H", "H", "H"], "coordinates": [[0.67, 5.83, 2.81], [0.72, 4.59, 1.94], [0.73, 3.68, 1.22], [1.60, 6.39, 2.68], [0.57, 5.55, 3.86], [-0.11, 6.48, 2.43], [1.66, -1.54, -4.86], [1.04, -2.68, -5.52], [0.67, -3.61, -6.10], [1.90, -0.70, -5.50], [2.59, -1.97, -4.51], [0.99, -1.13, -4.11], [-0.67, 1.46, 4.51], [-0.01, 2.66, 5.00], [0.50, 3.62, 5.44], [-1.48, 1.30, 5.23], [-0.04, 0.58, 4.66], [-0.99, 1.47, 3.47], [0.25, 0.20, 0.30], [0.00, -0.65, -0.85], [-0.20, -1.28, -1.82], [0.96, -0.37, 0.89], [-0.66, 0.33, 0.89], [0.56, 1.21, 0.02], [-4.69, -0.50, 2.03], [-3.79, 0.61, 1.53], [-3.04, 1.45, 1.20], [-4.01, -1.27, 2.39], [-5.38, -0.87, 1.27], [-5.24, -0.12, 2.89], [-2.34, -2.53, -4.41], [-1.74, -1.28, -4.74], [-1.35, -0.22, -5.01], [-2.24, -3.26, -5.21], [-3.35, -2.29, -4.08], [-1.79, -2.74, -3.49], [4.43, -1.76, -0.01], [3.32, -2.31, 0.66], [2.38, -2.77, 1.17], [3.87, -0.87, -0.29], [4.54, -2.48, -0.82], [5.29, -1.62, 0.64], [-1.23, -4.05, -0.04], [-1.26, -5.04, -1.13], [-1.29, -5.82, -2.00], [-1.95, -4.23, 0.75], [-1.48, -3.07, -0.44], [-0.28, -3.88, 0.46], [4.71, 2.97, 0.23], [3.80, 2.02, -0.47], [3.11, 1.21, -1.01], [4.25, 3.70, 0.90], [5.20, 3.48, -0.61], [5.39, 2.34, 0.78], [-1.58, 3.03, -1.94], [-1.43, 4.23, -2.76], [-1.25, 5.19, -3.37], [-2.29, 3.26, -1.15], [-0.62, 2.86, -1.45], [-1.94, 2.15, -2.49], [-1.11, -2.34, 2.85], [-0.74, -3.70, 3.25], [-0.49, -4.77, 3.58], [-0.68, -2.10, 1.88], [-0.75, -1.67, 3.63], [-2.20, -2.38, 2.76]], "e_lumo_ev": -0.20, "orbital_gap_ev": 10.80, "homo_ev": -11.004, "mol_weight_g_mol": 451.58}


## Q
{"formula": "C22H33N11", "method": "ωB97M-V/def2-TZVPD", "symbols": ["C", "C", "N", "H", "H", "H", "C", "C", "N", "H", "H", "H", "C", "C", "N", "H", "H", "H", "C", "C", "N", "H", "H", "H", "C", "C", "N", "H", "H", "H", "C", "C", "N", "H", "H", "H", "C", "C", "N", "H", "H", "H", "C", "C", "N", "H", "H", "H", "C", "C", "N", "H", "H", "H", "C", "C", "N", "H", "H", "H", "C", "C", "N", "H", "H", "H"], "coordinates": [[0.93, 0.78, -0.13], [-0.28, 0.02, -0.27], [-1.28, -0.53, -0.41], [0.83, 1.59, 0.60], [1.06, 1.39, -1.03], [1.88, 0.26, -0.07], [4.07, -1.61, 1.77], [5.30, -1.68, 1.00], [6.28, -1.71, 0.40], [3.34, -2.38, 1.54], [3.60, -0.63, 1.79], [4.25, -1.81, 2.83], [6.75, 1.84, 0.71], [5.37, 1.66, 0.32], [4.28, 1.47, 0.03], [7.47, 1.62, -0.06], [7.01, 1.19, 1.55], [6.91, 2.87, 1.03], [-0.92, 6.01, -1.85], [-0.48, 4.99, -0.91], [-0.09, 4.20, -0.18], [-1.11, 6.96, -1.35], [-1.81, 5.65, -2.37], [-0.11, 6.23, -2.55], [0.37, -3.35, 1.41], [1.15, -4.37, 0.71], [1.82, -5.14, 0.17], [1.08, -2.79, 2.02], [-0.32, -3.77, 2.14], [-0.13, -2.73, 0.67], [4.21, -0.84, -2.61], [3.15, -1.57, -1.90], [2.36, -2.14, -1.29], [5.03, -1.53, -2.73], [4.33, 0.08, -2.03], [3.81, -0.46, -3.55], [-3.63, 0.18, -3.04], [-2.36, 0.21, -3.76], [-1.39, 0.25, -4.37], [-3.52, 0.03, -1.97], [-4.18, -0.64, -3.49], [-4.23, 1.05, -3.29], [-0.93, 1.84, 3.19], [0.10, 0.80, 3.30], [0.88, -0.04, 3.39], [-1.92, 1.41, 3.17], [-0.74, 2.48, 2.33], [-0.82, 2.45, 4.09], [-3.79, 1.84, 0.15], [-3.44, 2.84, -0.86], [-3.19, 3.59, -1.68], [-2.84, 1.45, 0.53], [-4.39, 1.05, -0.30], [-4.35, 2.25, 0.99], [-4.00, -1.40, 2.20], [-4.60, -2.66, 2.64], [-5.01, -3.67, 2.97], [-3.08, -1.56, 1.64], [-3.73, -0.76, 3.05], [-4.66, -0.80, 1.58], [-3.15, -3.55, -0.89], [-3.86, -3.85, -2.15], [-4.41, -4.06, -3.13], [-3.66, -2.79, -0.31], [-2.13, -3.20, -1.03], [-3.07, -4.49, -0.34]], "e_lumo_ev": -0.01, "orbital_gap_ev": 11.21, "homo_ev": -11.220, "mol_weight_g_mol": 451.58}


The winner here is Q, beating the second structure by 121.6 kJ/mol.


## P
{"formula": "C4H11ClN3", "method": "ωB97M-V/def2-TZVPD", "symbols": ["C", "C", "C", "C", "N", "N", "N", "Cl", "H", "H", "H", "H", "H", "H", "H", "H", "H", "H", "H"], "coordinates": [[1.43, 0.45, 1.15], [0.83, 0.08, -0.16], [-0.42, -0.69, 0.03], [-1.66, 0.18, 0.58], [-1.82, 2.33, 0.16], [-1.83, 1.23, -0.37], [-0.91, -1.24, -1.28], [-3.15, -0.91, 0.43], [1.97, -0.44, 1.48], [0.75, 0.79, 1.89], [2.02, 1.29, 1.05], [0.75, 0.91, -0.73], [1.57, -0.46, -0.71], [-0.28, -1.52, 0.70], [-1.62, 0.34, 1.76], [-1.99, 3.06, -0.54], [-0.10, -1.95, -1.64], [-1.09, -0.57, -2.00], [-1.83, -1.59, -1.24]], "e_lumo_ev": -3.70, "orbital_gap_ev": 10.22, "homo_ev": -13.925, "mol_weight_g_mol": 136.61, "charge": 1}


## Q
{"formula": "C4H11ClN3", "method": "ωB97M-V/def2-TZVPD", "symbols": ["C", "C", "C", "C", "N", "N", "N", "Cl", "H", "H", "H", "H", "H", "H", "H", "H", "H", "H", "H"], "coordinates": [[-1.90, -0.86, -1.16], [-1.24, 0.01, -0.05], [0.09, -0.63, 0.38], [1.25, -0.58, -0.58], [1.42, 2.16, 0.05], [1.50, 1.55, -0.96], [0.51, 0.15, 1.60], [2.75, -1.17, -0.09], [-2.29, -1.74, -0.74], [-1.11, -1.33, -1.92], [-2.81, -0.31, -1.55], [-0.81, 0.94, -0.49], [-1.91, 0.22, 0.89], [-0.08, -1.67, 0.59], [0.99, -0.70, -1.57], [1.88, 3.09, 0.15], [0.26, 1.09, 1.32], [1.55, 0.05, 1.84], [-0.06, -0.29, 2.30]], "e_lumo_ev": [-4.13, -3.97], "orbital_gap_ev": [8.53, 8.22], "homo_ev": [-12.659, -12.191], "mol_weight_g_mol": 136.61, "charge": 1}


The winner here is P, beating the second structure by 169.5 kJ/mol.


## P
{"formula": "C2H8N5", "method": "ωB97M-V/def2-TZVPD", "symbols": ["C", "C", "N", "N", "N", "N", "N", "H", "H", "H", "H", "H", "H", "H", "H"], "coordinates": [[-0.31, 0.31, 0.75], [1.16, 0.38, 0.34], [-2.51, 1.08, 0.00], [-2.90, -0.03, -0.29], [-0.74, -0.80, 0.25], [-2.05, -1.01, 0.02], [1.54, -0.70, -0.63], [-0.74, 0.89, 1.46], [1.59, 0.24, 1.37], [1.21, 1.50, 0.02], [0.18, -1.24, -0.53], [-2.31, -1.88, -0.30], [1.83, -0.41, -1.54], [-3.14, 1.80, -0.26], [2.08, -1.50, -0.15]], "e_lumo_ev": -3.68, "orbital_gap_ev": 10.13, "homo_ev": -13.808, "mol_weight_g_mol": 102.12, "charge": 1}


## Q
{"formula": "C2H8N5", "method": "ωB97M-V/def2-TZVPD", "symbols": ["C", "C", "N", "N", "N", "N", "N", "H", "H", "H", "H", "H", "H", "H", "H"], "coordinates": [[-1.96, -0.75, 0.05], [1.56, -0.22, -0.05], [0.29, -0.81, 0.07], [-3.14, -0.03, -0.06], [2.66, -1.01, -0.13], [1.85, 1.09, 0.12], [-0.83, -0.10, 0.01], [-1.89, -1.90, 0.19], [-3.99, -0.44, 0.33], [-3.05, 0.92, -0.19], [2.84, -1.90, 0.13], [3.54, -0.48, -0.49], [1.16, 1.73, 0.05], [2.74, 1.46, 0.44], [-0.87, 0.90, 0.05]], "e_lumo_ev": -3.40, "orbital_gap_ev": 8.86, "homo_ev": -12.263, "mol_weight_g_mol": 102.12, "charge": 1}


The winner here is Q, beating the second structure by 298.1 kJ/mol.